Entry 1:
{"formula": "C47H94N12O14", "method": "ωB97M-V/def2-TZVPD", "elements": ["C", "N", "C", "C", "C", "C", "C", "C", "C", "C", "N", "C", "C", "C", "H", "H", "H", "H", "H", "H", "H", "H", "H", "H", "H", "H", "H", "H", "C", "N", "C", "C", "C", "C", "C", "C", "C", "C", "N", "C", "C", "C", "H", "H", "H", "H", "H", "H", "H", "H", "H", "H", "H", "H", "H", "H", "C", "C", "C", "O", "C", "N", "H", "H", "H", "H", "H", "H", "H", "H", "H", "H", "H", "H", "C", "C", "C", "O", "C", "N", "H", "H", "H", "H", "H", "H", "H", "H", "H", "H", "H", "H", "C", "N", "C", "C", "C", "C", "O", "H", "H", "H", "H", "H", "H", "H", "H", "H", "H", "H", "H", "H", "H", "C", "N", "C", "C", "C", "C", "O", "H", "H", "H", "H", "H", "H", "H", "H", "H", "H", "H", "H", "H", "H", "C", "N", "C", "C", "C", "C", "O", "H", "H", "H", "H", "H", "H", "H", "H", "H", "H", "H", "H", "H", "H", "N", "O", "O", "O", "N", "O", "O", "O", "N", "O", "O", "O"], "positions_angstrom": [[-6.95248, -9.09718, -5.31184], [-5.53668, -8.77494, -5.00318], [-4.62132, -9.81587, -4.82851], [-3.34005, -9.60787, -4.29261], [-2.99254, -8.30009, -4.05746], [-3.88075, -7.25944, -4.29947], [-5.15885, -7.57356, -4.77671], [-1.78198, -7.87930, -3.26256], [-1.86536, -6.85707, -2.33043], [-0.80978, -6.44965, -1.58729], [0.38985, -7.03160, -1.78139], [0.54788, -8.05097, -2.64839], [-0.57330, -8.51477, -3.39935], [1.53479, -6.42392, -1.06089], [-6.95851, -10.13931, -5.57391], [-7.11752, -8.52419, -6.15797], [-7.64735, -8.93575, -4.48993], [-4.96021, -10.80609, -5.08675], [-2.71980, -10.46519, -4.06608], [-3.57815, -6.22873, -4.12009], [-5.88874, -6.75010, -4.77282], [-2.85391, -6.37284, -2.23435], [-0.93419, -5.55805, -0.95606], [1.55184, -8.42349, -2.75334], [-0.37939, -9.32597, -4.10260], [2.50610, -6.98749, -1.23525], [1.37842, -6.50381, 0.02911], [1.65069, -5.36556, -1.36404], [-9.54466, -2.43325, 5.78252], [-8.16050, -2.92137, 5.57850], [-7.89682, -4.14650, 6.07594], [-6.64919, -4.68191, 5.82863], [-5.64401, -3.90915, 5.15004], [-5.99217, -2.70045, 4.57174], [-7.26277, -2.26699, 4.84046], [-4.28991, -4.42757, 4.97309], [-3.54650, -4.17502, 3.81338], [-2.34633, -4.78833, 3.66550], [-1.72368, -5.35698, 4.66843], [-2.36004, -5.59489, 5.81735], [-3.64279, -5.17379, 5.99471], [-0.33594, -5.84910, 4.48926], [-9.99487, -2.17703, 4.82948], [-9.44679, -1.48094, 6.29135], [-10.11286, -3.17443, 6.29382], [-8.67998, -4.75180, 6.56444], [-6.55140, -5.70273, 6.14182], [-5.34677, -2.17831, 3.78146], [-7.64140, -1.40421, 4.35793], [-4.03332, -3.67488, 2.95777], [-1.84239, -4.72213, 2.76899], [-1.75833, -6.03704, 6.62174], [-4.15333, -5.42690, 6.89714], [-0.38733, -6.86204, 4.19356], [0.29896, -5.79995, 5.36483], [0.08442, -5.24449, 3.64812], [8.64437, -4.76473, 3.74371], [10.02805, -4.45018, 3.27721], [10.04489, -3.91957, 1.85170], [11.40347, -3.46605, 1.51707], [11.63035, -3.30657, 0.09223], [10.67605, -3.32376, 4.17241], [10.96105, -3.45889, 5.14219], [11.48381, -2.90824, 3.74521], [9.95248, -2.60754, 4.21857], [8.26602, -5.65969, 3.19547], [8.06011, -3.87040, 3.55533], [8.63985, -5.09694, 4.81142], [10.68293, -5.30663, 3.37921], [9.27104, -3.06708, 1.75972], [9.75842, -4.75340, 1.19084], [10.94452, -2.56409, -0.38136], [11.61092, -4.25665, -0.40478], [12.65200, -2.87020, 0.15528], [1.46958, 8.91566, -4.86403], [2.18267, 7.57682, -4.66134], [2.61971, 6.99714, -6.00298], [3.80793, 7.66549, -6.42436], [4.07514, 7.62279, -7.83109], [3.41205, 7.81847, -3.82070], [4.17738, 7.22064, -4.20739], [3.68573, 8.80791, -3.92918], [3.23291, 7.65210, -2.76623], [2.15884, 9.74948, -4.90686], [0.78253, 9.20934, -4.06939], [0.85577, 8.85871, -5.79693], [1.59565, 6.79748, -4.11078], [1.73249, 7.15397, -6.61817], [2.77987, 5.93104, -5.87533], [4.06701, 6.58319, -8.12678], [5.03016, 8.12122, -8.01185], [3.23306, 8.08413, -8.41194], [0.98748, 8.67416, 2.48485], [2.32886, 8.50111, 3.20839], [2.68851, 9.62090, 4.14646], [2.25435, 7.27822, 3.96299], [3.46033, 8.27076, 2.19728], [4.78343, 8.57795, 2.67410], [5.15858, 7.70834, 3.71201], [0.83850, 7.75545, 1.94495], [1.12315, 9.58186, 1.88851], [0.21333, 8.78659, 3.19627], [3.51916, 9.44941, 4.88014], [1.76310, 9.87398, 4.66289], [2.89333, 10.52710, 3.55252], [1.41375, 7.35605, 4.66790], [3.15132, 7.10234, 4.59603], [2.03680, 6.47479, 3.29354], [3.36189, 8.87397, 1.27867], [3.39458, 7.28536, 1.78791], [4.85882, 9.58725, 3.10027], [5.38739, 8.55911, 1.75071], [6.01420, 7.93622, 4.05809], [2.24736, 2.70062, 0.45035], [2.76701, 1.33157, 0.02993], [3.76084, 1.57312, -1.09205], [3.45295, 0.72849, 1.17873], [1.63023, 0.50147, -0.55144], [1.91051, -0.94470, -0.83696], [2.14648, -1.61629, 0.39079], [3.16364, 3.21441, 0.61290], [1.69152, 2.73305, 1.42058], [1.74477, 3.18880, -0.38767], [4.68860, 1.97588, -0.63438], [3.34987, 2.36403, -1.72879], [3.96124, 0.61282, -1.52101], [2.82548, 0.27561, 1.92468], [4.12777, 1.45649, 1.60633], [4.01064, -0.10654, 0.73914], [1.25736, 1.03596, -1.39438], [0.84814, 0.48202, 0.24714], [2.73865, -1.24809, -1.52053], [1.05351, -1.27786, -1.32642], [1.26569, -1.96703, 0.68271], [-7.60865, 3.42370, -2.29991], [-6.53941, 2.96887, -3.19289], [-6.37383, 1.45468, -3.06564], [-6.91174, 3.32545, -4.57852], [-5.20825, 3.61475, -2.78918], [-5.26568, 5.11788, -2.40189], [-5.62642, 5.15469, -1.05547], [-7.42571, 3.11282, -1.29166], [-8.55355, 2.99532, -2.60621], [-7.79517, 4.49367, -2.27428], [-7.25647, 0.92604, -3.44339], [-6.29643, 1.28672, -1.94661], [-5.43481, 1.12544, -3.48755], [-7.19121, 4.41098, -4.65962], [-7.76655, 2.69322, -4.89820], [-6.01437, 3.02270, -5.18706], [-4.54950, 3.48240, -3.59418], [-4.81074, 3.10509, -1.86289], [-5.89432, 5.80320, -2.99545], [-4.20808, 5.39619, -2.48998], [-5.88336, 6.06851, -0.84911], [-4.75693, -2.06526, 1.04124], [-5.12308, -1.76581, -0.09555], [-4.58341, -1.19296, 1.93757], [-4.47954, -3.25531, 1.34786], [-0.46874, -3.89831, 0.88395], [-0.42190, -3.28307, -0.24413], [-1.15431, -4.97792, 1.00148], [0.11144, -3.41282, 1.94067], [2.90193, 5.97760, -0.78380], [3.21303, 7.18047, -1.08400], [2.68495, 5.23784, -1.76020], [2.76096, 5.64849, 0.42649]], "mulliken_charge": [-0.87, 0.01, -0.20, -0.76, 0.63, -0.60, -0.38, 1.33, -0.86, -0.83, 0.17, -0.22, -0.75, -0.71, 0.30, 0.44, 0.33, 0.41, 0.45, 0.61, 0.41, 0.59, 0.61, 0.40, 0.48, 0.32, 0.28, 0.30, -0.86, 0.04, -0.08, -0.92, 0.95, -0.42, -0.43, 1.10, -1.16, -0.34, 0.22, -0.33, -0.97, -0.73, 0.37, 0.38, 0.27, 0.36, 0.47, 0.30, 0.53, 0.63, 0.76, 0.37, 0.56, 0.37, 0.36, 0.16, -1.32, 0.08, -0.53, -0.35, -0.71, -0.31, 0.35, 0.35, 0.37, 0.35, 0.41, 0.39, 0.36, 0.29, 0.40, 0.29, 0.32, 0.26, -1.35, 0.57, -0.88, -0.36, -0.75, -0.14, 0.33, 0.40, 0.20, 0.40, 0.37, 0.31, 0.29, 0.41, 0.43, 0.33, 0.25, 0.31, -0.80, 0.09, -0.92, -0.99, -0.05, -0.76, -0.52, 0.29, 0.39, 0.36, 0.32, 0.39, 0.43, 0.42, 0.33, 0.44, 0.41, 0.06, 0.38, 0.39, 0.34, -1.09, 0.18, -0.85, -0.98, -0.49, -0.54, -0.41, 0.54, 0.32, 0.31, 0.33, 0.36, 0.41, 0.35, 0.37, 0.45, 0.43, 0.39, 0.31, 0.37, 0.21, -0.95, -0.02, -0.85, -0.83, -0.62, -0.51, -0.52, 0.43, 0.42, 0.38, 0.34, 0.42, 0.33, 0.33, 0.38, 0.38, 0.41, 0.40, 0.38, 0.35, 0.34, 1.14, -0.71, -0.71, -0.71, 1.26, -0.65, -0.73, -0.73, 1.24, -0.88, -0.74, -0.71], "lumo_energy_ha": -0.407, "homo_lumo_gap_ev": 5.5563, "molar_mass_g_mol": 1051.3, "total_charge": 6, "largest_force_ev_per_a": 4.5}

Entry 2:
{"formula": "C47H94N4O21PS8", "method": "ωB97M-V/def2-TZVPD", "elements": ["C", "C", "C", "C", "O", "C", "N", "C", "C", "C", "P", "N", "O", "N", "C", "C", "C", "C", "O", "C", "C", "C", "C", "S", "C", "S", "N", "C", "C", "C", "C", "C", "C", "C", "C", "C", "C", "C", "C", "H", "H", "H", "H", "H", "H", "H", "H", "H", "H", "H", "H", "H", "H", "H", "H", "H", "H", "H", "H", "H", "H", "H", "H", "H", "H", "H", "H", "H", "H", "H", "H", "H", "H", "H", "H", "H", "H", "H", "H", "H", "H", "H", "H", "H", "H", "O", "S", "O", "O", "C", "C", "C", "H", "H", "H", "H", "H", "H", "H", "H", "O", "S", "O", "O", "C", "C", "C", "H", "H", "H", "H", "H", "H", "H", "H", "O", "S", "O", "O", "C", "C", "C", "H", "H", "H", "H", "H", "H", "H", "H", "O", "S", "O", "O", "C", "C", "C", "H", "H", "H", "H", "H", "H", "H", "H", "O", "S", "O", "O", "C", "C", "C", "H", "H", "H", "H", "H", "H", "H", "H", "O", "S", "O", "O", "C", "C", "C", "H", "H", "H", "H", "H", "H", "H", "H"], "positions_angstrom": [[-2.17852, -3.88602, 3.55474], [-0.91529, -3.78901, 2.70407], [-0.89378, -4.81522, 1.56837], [-1.82455, -4.32746, 0.44739], [-1.29754, -4.55217, -0.87074], [-0.61247, -3.49893, -1.47519], [0.05824, -2.62570, -0.51416], [0.43453, -4.18428, -2.38413], [1.08557, -3.24956, -3.40468], [0.00231, -2.58738, -4.24179], [0.69603, -1.74074, -5.73379], [-0.62675, -0.83023, -6.37702], [1.70815, -0.60421, -5.07094], [-0.94000, -1.80470, -3.34223], [-0.35415, -0.56947, -2.71826], [-0.88854, 0.72373, -3.30776], [-0.49183, 1.86897, -2.37045], [-0.68797, 3.24421, -2.98631], [0.09735, 3.42458, -4.15016], [-1.60402, -2.73937, -2.37240], [-2.72698, -1.99924, -1.63841], [-4.00757, -2.84460, -1.47140], [-5.10209, -2.32051, -2.38842], [-6.76662, -2.86310, -1.85691], [-7.72218, -1.38152, -2.07378], [-9.03983, -1.47575, -2.99430], [-7.39247, -0.12465, -1.44475], [-6.31368, 0.59106, -2.07885], [-5.12146, 0.91476, -1.43822], [-4.10577, 1.57099, -2.12265], [-4.25069, 1.91487, -3.46302], [-5.44797, 1.62409, -4.10504], [-6.46353, 0.97326, -3.41416], [-7.33364, -0.14739, 0.00278], [-6.45015, -0.89594, 0.77342], [-6.49950, -0.86447, 2.16267], [-7.45468, -0.09230, 2.81438], [-8.33196, 0.66483, 2.04864], [-8.27645, 0.63588, 0.65788], [-2.31045, -4.92162, 3.86977], [-2.09025, -3.30942, 4.46855], [-3.07711, -3.57679, 3.02332], [-0.06371, -3.89585, 3.37226], [-0.86769, -2.77016, 2.31877], [-1.29896, -5.73565, 1.97441], [0.12081, -4.92338, 1.19702], [-2.12695, -3.30077, 0.62112], [-2.73269, -4.92280, 0.49608], [0.74710, -2.04951, -0.98152], [0.61900, -3.22960, 0.07988], [-0.06478, -4.98988, -2.92203], [1.18891, -4.64301, -1.75141], [1.71865, -2.50289, -2.92861], [1.70327, -3.81032, -4.09857], [-0.60619, -3.39642, -4.64464], [-1.35569, -0.58964, -5.70881], [-0.23971, 0.06455, -6.66596], [2.31763, -0.36148, -5.77743], [-1.68314, -1.47191, -3.95546], [0.72353, -0.58798, -2.84953], [-0.52206, -0.55381, -1.64882], [-1.98135, 0.69441, -3.30357], [-0.49077, 0.93765, -4.29236], [-1.03228, 1.79043, -1.42743], [0.56429, 1.74143, -2.12804], [-1.75018, 3.43091, -3.15704], [-0.35383, 3.97449, -2.25548], [-0.43504, 3.17388, -4.90870], [-2.09149, -3.49252, -2.98682], [-3.00269, -1.15449, -2.27453], [-2.39696, -1.62544, -0.67590], [-3.81320, -3.88835, -1.70719], [-4.29318, -2.85595, -0.42547], [-4.97997, -2.78151, -3.36473], [-5.08671, -1.24578, -2.47885], [-4.97142, 0.66515, -0.39986], [-3.18275, 1.79300, -1.60621], [-3.43638, 2.40246, -3.97378], [-5.60027, 1.87570, -5.14104], [-7.38477, 0.75512, -3.92952], [-5.70835, -1.51243, 0.29627], [-5.80116, -1.46437, 2.72663], [-7.50813, -0.08676, 3.88939], [-9.06930, 1.26871, 2.55278], [-8.99113, 1.22248, 0.10275], [0.46898, -1.22980, 4.49291], [1.90091, -1.15523, 4.47521], [2.69147, -2.09251, 5.20830], [2.34207, 0.31786, 4.84557], [1.86909, 0.88134, 6.09620], [2.59198, 0.30751, 7.29762], [2.45289, -1.14100, 2.80285], [0.78946, 0.74600, 6.17880], [2.05836, 1.95014, 6.02620], [2.36865, -0.74985, 7.43187], [2.28542, 0.83625, 8.20015], [3.67121, 0.40175, 7.17703], [1.86831, -0.41307, 2.24639], [2.29467, -2.14212, 2.40663], [3.51158, -0.89520, 2.77626], [5.40748, -0.86663, 0.66958], [6.60069, -1.55634, 0.26715], [7.14281, -2.58501, 1.09561], [7.72092, -0.48452, -0.05387], [8.04737, 0.48738, 0.96665], [8.86977, -0.10182, 2.09415], [6.41192, -2.17577, -1.36757], [7.13054, 0.94802, 1.33795], [8.61369, 1.25963, 0.45084], [8.29967, -0.83463, 2.66296], [9.18362, 0.68821, 2.77631], [9.75294, -0.60490, 1.70149], [6.02278, -1.38469, -2.00296], [5.70994, -3.00546, -1.32050], [7.37797, -2.52629, -1.72459], [-2.71582, 3.04009, -6.18350], [-2.60098, 4.20306, -7.01838], [-3.67187, 4.56238, -7.88930], [-1.25201, 4.09862, -7.84809], [-1.03430, 2.91266, -8.64575], [-1.86763, 2.89478, -9.91064], [-2.16068, 5.59742, -6.04112], [-1.21522, 2.02507, -8.03610], [0.02515, 2.92839, -8.89352], [-2.93026, 2.81721, -9.68678], [-1.58730, 2.04164, -10.52838], [-1.71778, 3.81092, -10.48068], [-1.32900, 5.33172, -5.39460], [-3.03561, 5.85925, -5.44985], [-1.89699, 6.41710, -6.70352], [2.09802, 6.26765, 4.44008], [1.37908, 5.82964, 5.59426], [1.52560, 4.48787, 6.07184], [-0.16701, 6.13090, 5.38296], [-0.79639, 5.61476, 4.18803], [-1.03988, 4.11803, 4.25166], [1.66234, 6.94105, 6.92852], [-0.19835, 5.88658, 3.31694], [-1.74153, 6.14861, 4.11272], [-0.10318, 3.56225, 4.26418], [-1.61254, 3.79941, 3.38021], [-1.59037, 3.84715, 5.15317], [1.51888, 7.95836, 6.57579], [2.69010, 6.79069, 7.25159], [0.97811, 6.70797, 7.73860], [10.05328, -2.89765, -3.04710], [9.57497, -3.87429, -3.97763], [8.28685, -4.47278, -3.78852], [10.66436, -5.00999, -4.14583], [11.14064, -5.68021, -2.95405], [10.13556, -6.66497, -2.39319], [9.66900, -3.22973, -5.61173], [11.43079, -4.93673, -2.21051], [12.04434, -6.19948, -3.26441], [9.24721, -6.15849, -2.01903], [10.58182, -7.22052, -1.56872], [9.81516, -7.36679, -3.16297], [10.65317, -2.79603, -5.76347], [8.89897, -2.46647, -5.69774], [9.48053, -4.03470, -6.31674], [-1.84236, 2.35579, 7.71675], [-1.74979, 3.28769, 8.80126], [-1.15844, 2.89491, 10.04100], [-3.19379, 3.89228, 9.07522], [-4.27737, 2.96920, 9.32256], [-4.22002, 2.35426, 10.70615], [-0.98773, 4.76698, 8.23944], [-4.28808, 2.20359, 8.54499], [-5.18428, 3.55980, 9.21056], [-3.35068, 1.70873, 10.81929], [-5.11347, 1.75554, 10.88388], [-4.15463, 3.13035, 11.46826], [-1.45544, 5.07404, 7.31062], [0.06244, 4.53637, 8.07643], [-1.09468, 5.53154, 9.00570]], "mulliken_charge": [-1.46, 0.00, -0.83, -0.09, -0.44, 0.74, -0.31, -1.84, -0.63, 0.12, -0.05, -0.53, -0.51, 0.36, -1.77, 0.17, -1.00, -0.65, -0.59, -1.01, 0.39, -1.27, -0.13, -0.19, 0.04, -0.11, 0.55, -0.51, 0.13, -0.36, -0.20, -0.92, -0.14, -0.43, 0.06, -0.90, -0.50, -0.66, -0.32, 0.35, 0.41, 0.22, 0.39, 0.15, 0.50, 0.33, -0.16, 0.50, 0.26, 0.39, 0.47, 0.32, 0.32, 0.58, 0.56, 0.42, 0.21, 0.38, 0.68, 0.52, 0.81, -0.12, 0.08, 0.45, 0.59, 0.15, 0.50, 0.24, 0.73, -0.88, 0.62, 0.83, 0.38, 0.69, -0.36, 0.49, 0.43, 0.28, 0.52, 0.39, 0.45, 0.46, 0.45, 0.38, 0.48, -0.66, 1.29, -0.67, -0.23, -0.15, -1.27, -0.94, 0.44, 0.10, 0.35, 0.39, 0.33, 0.35, 0.31, 0.37, -0.63, 1.22, -0.63, -0.26, -0.33, -1.00, -0.74, 0.32, 0.27, 0.30, 0.40, 0.27, 0.33, 0.36, 0.12, -0.50, 1.12, -0.63, -0.35, -0.08, -1.10, -0.91, 0.06, 0.35, 0.29, 0.41, 0.29, 0.27, 0.39, 0.37, -0.66, 1.11, -0.43, -0.23, -0.51, -0.76, -0.90, 0.40, 0.28, 0.23, 0.39, 0.15, 0.35, 0.37, 0.25, -0.65, 1.35, -0.62, -0.33, -0.34, -0.96, -1.01, 0.33, 0.29, 0.28, 0.38, 0.27, 0.32, 0.36, 0.33, -0.62, 1.18, -0.64, -0.29, -0.33, -1.00, -1.02, 0.31, 0.28, 0.30, 0.40, 0.26, 0.26, 0.37, 0.47], "lumo_energy_ha": -0.085, "homo_lumo_gap_ev": 7.7504, "molar_mass_g_mol": 1338.8, "total_charge": 1, "largest_force_ev_per_a": 1.7}